CH9NSi2 in the gas phase at a distorted geometry. Source: the Open Molecules 2025 dataset; level of theory: wB97M-V/def2-TZVPD.

Output
Multiplicity   1
Gap between HOMO and LUMO   7.064 eV
E_LUMO   -0.424 eV
ΔE to the lowest compared entry with this formula, charge and spin   79.0 kcal/mol

The geometry in XYZ format:
```
13
Properties=species:S:1:pos:R:3:forces:R:3:mulliken_charge:R:1
C 2.303140 -0.583872 -0.027370 -0.4 0.7 3.1 -0.890
N -2.657025 0.097609 0.413424 -0.2 2.1 0.3 -0.410
Si 0.688507 0.655091 0.058213 2.1 -3.7 -2.6 0.345
Si -1.434409 -0.502210 -0.600651 -0.7 -0.7 1.4 0.402
H 1.850810 -1.556658 -0.270738 0.8 0.2 -0.7 0.243
H 3.272063 -0.219818 -0.497421 -1.8 -0.6 -0.1 0.277
H 2.613264 -0.768684 1.070144 -0.4 0.3 -1.4 0.247
H -2.358249 1.043629 0.658697 0.1 -0.3 0.9 0.220
H -3.658490 0.110715 0.607503 0.4 -0.7 -0.7 0.249
H 0.657949 0.556917 -1.575077 -0.1 0.6 0.8 -0.125
H 1.055590 1.945662 0.070997 1.0 3.5 0.3 -0.231
H -0.000579 0.564294 1.392114 -0.1 -0.1 0.0 -0.132
H -2.332571 -1.342677 -1.299837 -0.7 -1.4 -1.5 -0.194
```
Positions in Å, forces in eV/Å.